(w)
Formula: C9H8N2O3
Source: the OMol25 dataset
Level of theory: ωB97M-V/def2-TZVPD

Last column: Löwdin charge in e.
Positions of all 22 atoms, in Å:
H 0.04618 1.52232 -2.06563  0.128
C -1.77322 2.11892 0.81065  -0.260
C -1.37770 2.08446 -0.59395  -0.060
C -0.49500 -0.80037 0.15342  -0.191
O -2.46959 -2.80787 -0.57816  0.086
H 2.38473 0.83886 -0.87747  0.154
H 3.27756 -1.09566 0.50366  0.077
C 1.50684 -2.00775 0.88203  -0.044
N -1.89533 -0.69076 -0.01514  0.158
C 0.13656 -1.86170 0.78082  -0.026
H -1.23705 1.46481 1.56160  0.136
C 1.72440 0.10122 -0.27775  -0.040
H -1.86912 2.66495 -1.30255  0.087
H -4.17200 -0.41392 -0.02244  0.092
C 2.28962 -1.01811 0.23576  -0.083
C -0.25931 1.38120 -0.99442  -0.010
O -2.67755 2.90234 1.13130  0.011
H -0.35934 -2.75490 1.06762  0.102
N -2.61565 -1.63275 -0.29906  -0.353
H 1.87128 -2.86574 1.46982  0.119
C 0.33068 0.20923 -0.27056  -0.193
O -3.95133 -1.30499 -0.16485  0.108

The LUMO energy is -0.01406 hartree. As for the multiplicity: 1. The net charge is 0. Its orbital gap is 8.822 eV.

***

(x)
Formula: C9H8N2O3
Source: the OMol25 dataset
Level of theory: ωB97M-V/def2-TZVPD

Last column: Löwdin charge in e.
Positions of all 22 atoms, in Å:
O -1.35190 1.81089 0.12534  0.091
H -0.42731 -2.75679 -0.76018  0.136
H 1.88777 0.88688 -0.63080  0.109
C -0.48952 1.22787 3.54588  -0.495
C 0.69133 -0.89753 1.01391  -0.152
C -1.32224 1.83181 2.46978  -0.002
C 0.87839 0.43294 -2.55980  -0.075
C 0.66256 -0.77852 -0.51709  -0.225
H -0.20881 -0.41673 -4.29189  0.102
H -0.23763 -1.46741 1.22190  0.122
H 1.68795 -1.42036 1.32302  0.165
C -0.40068 -1.58576 -2.60264  -0.126
C 0.07509 -0.45532 -3.24674  -0.111
O 0.37826 0.35733 3.04201  0.018
H -1.01253 -2.46397 -3.10528  0.144
N -1.05541 1.59462 1.26705  -0.084
N 0.70943 0.40127 1.67568  0.076
H -2.11603 2.51112 2.96265  0.179
C -0.13252 -1.75349 -1.26890  -0.062
O -0.69169 1.41182 4.71037  0.133
H 1.20319 1.30285 -3.15274  0.111
C 1.27230 0.22647 -1.22153  -0.054

The LUMO energy (spin up / spin down) is -0.03213 / -0.02614 hartree. As for the multiplicity: 1. The net charge is 0. Its orbital gap (spin up / spin down) is 8.379 / 8.592 eV.

***

(w) comes first in stability; the runner-up is 77.6 kJ/mol higher.

***

(w)
Formula: C28H78O16
Source: the OMol25 dataset
Level of theory: ωB97M-V/def2-TZVPD

Last column: Löwdin charge in e.
Positions of all 122 atoms, in Å:
C -0.95142 -20.03401 17.80099  -0.050
O 3.98176 -27.15521 20.62736  -0.068
H -1.97945 -21.70691 27.12381  0.122
C 2.04257 -27.01565 19.20127  -0.046
H 2.92833 -20.29067 21.71311  0.116
C 0.94168 -19.46208 21.91001  -0.261
H 6.40511 -22.38699 25.48754  0.086
H 6.15919 -24.03417 20.15005  0.140
H -0.73655 -26.63808 22.82835  0.075
C -2.52667 -24.52490 17.03613  -0.474
H -2.57116 -23.09483 28.69472  0.085
C -0.57394 -27.07287 23.81895  -0.048
H -0.83178 -19.10003 22.57680  0.081
H 2.17960 -29.29977 20.68744  0.082
H -3.27822 -22.75020 17.58942  0.047
H 1.88196 -24.69059 16.06055  0.077
H 2.68066 -23.78089 21.50604  0.044
H 2.27551 -27.22471 24.24134  0.083
H -1.21145 -19.85255 16.75402  0.092
H -3.29178 -18.29352 17.83298  0.085
H -4.46297 -24.21700 21.93798  0.122
C 4.57303 -23.07505 25.50617  -0.493
O -1.62071 -23.14117 28.56476  -0.053
O -2.79409 -24.14331 26.13968  -0.070
O 0.05497 -19.11757 22.94963  -0.036
C -1.10230 -24.09886 17.40954  -0.035
H 3.09165 -21.67098 24.85496  0.080
H -1.98219 -17.75042 18.84355  0.080
C 2.29481 -19.81813 22.47742  -0.255
H 2.39874 -23.23664 25.24624  0.077
H 4.70021 -22.49604 22.25324  0.058
H 1.89678 -25.80281 23.28072  0.058
H 3.66191 -23.65317 27.35118  0.080
C -3.69961 -24.88089 22.36106  -0.218
H -1.07990 -23.02082 17.56382  0.058
H -3.07702 -24.10208 25.21889  0.029
H -1.24724 -23.18324 25.23682  0.112
H -3.08569 -25.13103 21.48507  0.113
O -2.84803 -24.15265 23.25312  -0.101
C -0.42692 -23.41773 20.88325  -0.204
H 5.87616 -25.95535 21.91172  0.068
H 2.82515 -22.84271 15.33800  0.118
H 0.94918 -26.99422 19.17927  0.086
H 4.17038 -23.79646 16.01547  0.119
H 3.95581 -23.36604 18.76167  0.060
H 4.32646 -27.92615 20.16377  0.108
O 2.92581 -18.70307 23.09190  -0.046
H -3.89799 -20.90080 18.76012  0.108
H -1.91927 -20.22912 19.72121  0.128
H -0.50759 -21.03448 17.78204  0.052
H -0.39596 -24.37786 16.63080  0.064
H 5.23815 -21.76133 20.79847  0.076
H 3.69775 -19.04148 23.55784  0.083
H 0.02840 -25.19441 24.74122  0.103
C 5.51376 -23.95861 21.03110  -0.439
O -0.66737 -22.87577 22.18979  -0.094
H -0.75531 -24.42063 26.47750  0.102
H -2.67124 -25.54102 17.40652  0.136
O -3.45142 -23.69386 17.73014  -0.071
H 3.98227 -21.36024 16.72455  0.120
H -2.09707 -24.96258 14.92180  0.075
O -3.15058 -20.83396 18.15494  -0.060
H -0.63744 -24.49344 20.94203  0.113
H 2.36145 -27.87747 18.60192  0.086
H -0.29768 -28.12592 23.73019  0.084
C -2.17201 -19.95016 18.69073  -0.483
H -1.13217 -22.87661 20.26165  0.118
H 1.05057 -18.71946 21.11180  0.121
O 0.33262 -26.77905 26.02220  -0.051
C 1.04863 -23.33187 20.56312  -0.233
H 2.78439 -28.59925 22.15919  0.078
C -1.33921 -22.57583 27.29630  -0.244
H -3.39343 -18.38753 19.60408  0.077
H 4.12880 -21.99972 27.41636  0.084
C 2.06823 -28.43970 21.35522  -0.033
C -2.79763 -24.40298 15.55149  -0.063
H 2.17552 -20.63395 23.20086  0.098
H -4.26931 -25.37075 24.78694  0.046
C 2.55136 -27.17192 20.61765  -0.475
H 5.32128 -24.65688 23.00206  0.073
H -3.78952 -24.79052 15.30942  0.078
H -5.14820 -26.43897 22.38225  0.124
C -2.73780 -18.53444 18.74138  -0.056
C 4.45483 -22.96836 27.03136  -0.055
H 2.40678 -25.61614 24.93382  0.068
H -2.35661 -23.48554 22.73611  0.063
H 1.33704 -22.32393 20.23681  0.113
H 1.33892 -24.00903 19.75359  0.107
C -4.29043 -26.12738 22.97848  -0.223
H 0.64041 -20.40064 21.42014  0.095
H -0.57650 -26.97965 26.27001  0.087
C 3.27345 -22.74644 24.81729  -0.053
H -2.76500 -23.37237 15.19075  0.084
H 2.55903 -21.81826 17.63795  0.112
H -0.07690 -23.29226 22.83115  0.082
O 4.14603 -24.26408 20.69127  -0.096
C 0.34024 -26.24159 24.68919  -0.466
H 2.40574 -26.13094 18.67606  0.061
H -1.58837 -27.15345 24.23166  0.071
C 3.52835 -22.18490 17.27546  -0.247
C 5.52060 -22.52104 21.52412  -0.037
C -1.46517 -23.63238 26.21191  -0.243
O 2.23857 -24.17174 16.78548  -0.090
H 5.40211 -23.22314 27.50893  0.076
H 4.89252 -24.10678 25.30081  0.126
O 1.74381 -23.63797 21.75697  -0.098
H -3.53606 -26.91743 23.05948  0.100
O 4.39748 -22.65752 18.27119  -0.059
H 6.40614 -22.27025 22.10234  0.085
C 1.80355 -26.24286 24.27727  -0.036
H 3.26853 -23.04789 23.76898  0.050
C 5.95715 -24.89828 22.14296  -0.033
H 6.96810 -24.65340 22.47761  0.088
H 1.05207 -28.31988 21.71904  0.064
H -0.11054 -19.38317 18.04069  0.082
O 5.58351 -22.18261 25.03260  -0.055
H 2.19238 -26.32400 21.20856  0.108
C 3.22980 -23.29205 16.25492  -0.231
H -0.29726 -22.24892 27.22637  0.117
H 4.09375 -25.22102 20.51693  0.066
H -0.85392 -24.55311 18.36971  0.064
O -4.85916 -25.93808 24.27906  -0.054

The LUMO energy is 0.00894 hartree. As for the multiplicity: 1. As for the SMILES: CC(C)O.CC(C)O.CC(C)O.CC(C)O.CC(C)O.CC(C)O.OCCO.OCCO.OCCO.OCCO.OCCO. The net charge is 0. Its orbital gap is 9.841 eV.

***

(x)
Formula: C28H78O16
Source: the OMol25 dataset
Level of theory: ωB97M-V/def2-TZVPD

Last column: Löwdin charge in e.
Positions of all 122 atoms, in Å:
H 4.73175 2.90729 0.60121  0.079
H 0.73019 0.80476 -0.50491  0.073
H 0.11501 -1.63825 2.13729  0.116
H 2.60891 -2.27045 -7.84272  0.124
H 5.32973 -2.06605 -6.63890  0.086
H 6.08493 -2.52504 1.65701  0.080
H -3.67530 5.19340 1.51278  0.118
H -4.66624 -8.06828 -2.79875  0.077
C 6.61035 -1.79162 3.94798  -0.061
C 2.63351 7.21707 -7.46145  -0.065
H -0.52844 -2.60048 7.92375  0.078
H 3.37438 -8.60244 3.09097  0.064
C 3.67166 4.80516 2.30902  -0.061
H 8.33578 -0.02878 2.62486  0.083
C 4.43764 -2.66847 -6.81023  -0.059
H -3.67241 -0.88569 9.35892  0.074
O 6.76745 -1.84997 1.66395  -0.096
C -2.70955 -0.40768 9.53924  -0.065
C -1.30161 -1.83415 7.97889  -0.073
H 2.09536 6.52098 -8.10483  0.074
H 1.75966 -6.58506 2.50661  0.117
H 4.33094 -1.64303 -9.17243  0.084
H 5.72979 4.34058 0.38359  0.080
H 7.19581 -1.75926 4.86683  0.069
H 3.57430 5.75221 0.34470  0.130
H -8.12389 1.64169 4.34695  0.073
H -3.32470 0.30117 -3.62776  0.091
H -6.30973 0.03197 -5.66648  0.072
H 0.70752 1.02606 1.76611  0.080
C -6.31062 -0.04378 -4.57912  -0.057
H -4.44572 -6.45942 0.43134  0.082
H -0.93215 -0.98899 7.39811  0.077
H -4.98455 2.08696 -5.61981  0.081
C -1.54013 -1.40821 9.42202  -0.454
H -5.60478 4.34818 0.84385  0.082
H 4.05053 5.29618 -7.24286  0.080
O 0.11635 0.10394 -0.73655  -0.067
H -4.15875 -5.94250 -3.31820  0.107
C 3.44179 -1.70626 -7.42309  -0.480
H -2.81039 0.16897 10.45870  0.073
H 1.45396 -8.83495 1.08921  0.119
H 2.03783 8.12216 -7.34283  0.075
O -1.95108 -2.59047 10.13755  -0.070
H 4.10760 -6.94669 2.36572  0.059
H -5.88286 2.75520 -4.35621  0.077
H 7.87293 -3.12915 2.67412  0.133
H -3.87493 6.46478 -1.27717  0.118
H 2.28500 5.36050 -4.51848  0.077
H 3.10135 -8.63785 0.61309  0.117
O -4.02099 -0.04784 -4.18899  -0.043
C 7.59579 -2.08276 2.80206  -0.464
H -4.93902 -4.57631 -1.44907  0.113
C 0.43952 -1.04597 0.07762  -0.216
H -2.91728 -5.84749 -2.30255  0.113
H -0.05808 -1.98311 -0.17192  0.112
H 3.42637 3.85530 2.78410  0.080
H -2.83224 -2.79321 9.81495  0.073
O -5.28687 4.97300 0.18801  -0.071
C -3.55118 6.51186 -0.23743  -0.215
H -9.02816 -0.23067 4.68720  0.077
C 3.60886 4.74199 0.75257  -0.474
H -4.00586 7.39055 0.22001  0.121
O 4.03554 -1.01244 -8.51161  -0.077
H 4.63029 -3.48318 -7.50825  0.074
H 6.19060 -0.79117 3.84314  0.084
H 1.48392 -1.35384 0.02735  0.114
H -4.14512 2.61845 -4.09730  0.075
C 2.91942 -0.47520 -6.57545  -0.042
C -6.59646 0.41603 4.85822  -0.239
H -2.18969 -2.26011 7.51202  0.079
H 4.59393 5.31977 2.57864  0.074
O -2.10230 6.53992 -0.11824  -0.085
H 1.51721 4.93438 -6.09615  0.078
H 4.63669 3.67649 -0.87948  0.076
C -7.24062 -0.92963 4.65686  -0.266
H -3.32238 4.33960 0.12286  0.116
C 8.70675 -1.05369 2.61881  -0.055
O 2.34090 4.14953 0.45932  -0.071
O -7.23752 1.41017 4.06002  -0.078
C -5.12964 0.73570 -3.91184  -0.510
H 2.88689 5.43319 2.73070  0.065
H -1.01104 -0.43895 1.55292  0.117
C 1.93707 5.73145 -5.48256  -0.062
C -5.01316 2.12174 -4.53074  -0.060
H 3.51459 7.51946 -8.02745  0.075
H -6.31190 -1.12257 -4.42324  0.071
H -7.22651 0.40432 -4.19382  0.073
H -5.75652 -6.15089 -1.11822  0.118
O -4.04572 -7.71875 -2.15502  -0.082
H -0.60233 -1.02973 9.82869  0.136
H -1.91003 7.45839 -0.32085  0.073
H 3.38393 7.34878 -5.50894  0.130
C 4.74871 3.91200 0.17886  -0.057
H 2.25837 0.14657 -7.17921  0.071
C 2.40680 -8.42672 1.42618  -0.229
H 2.37231 -0.64152 -5.64749  0.066
H 1.05098 6.34222 -5.30960  0.075
H 1.71784 4.87962 0.43996  0.082
O 4.20847 5.71635 -6.39427  -0.055
H 4.00668 -3.13881 -5.92640  0.080
H 3.76941 0.10963 -6.22390  0.073
H 1.83094 -6.42135 0.84615  0.114
H -7.31866 -1.34213 3.65095  0.125
O 0.84646 0.17783 2.19367  -0.047
C -4.80294 -5.63062 -1.20821  -0.257
H -2.71341 0.42456 8.83534  0.071
C 2.36332 -6.91301 1.66036  -0.231
C 0.03886 -0.73145 1.53728  -0.287
H -5.32068 0.75149 -2.83883  0.132
H -6.53954 0.70803 5.90684  0.124
H 9.27610 -1.09194 3.54751  0.071
C -3.90581 5.20119 0.44746  -0.257
O -4.15903 -5.62818 0.04604  -0.063
O 3.69895 -6.36009 1.72501  -0.067
H 9.42147 -1.20309 1.80952  0.080
O 2.68902 -9.11226 2.65285  -0.063
H -5.61634 0.43966 4.38188  0.120
H 5.81339 -2.51643 4.11417  0.076
C 3.05346 6.52508 -6.14170  -0.483
C -3.92172 -6.27080 -2.30621  -0.208
O -8.51815 -0.85276 5.21112  -0.057
H -6.60721 -1.59222 5.24666  0.120

The LUMO energy is 0.00624 hartree. As for the multiplicity: 1. As for the SMILES: CC(C)O.CC(C)O.CC(C)O.CC(C)O.CC(C)O.CC(C)O.OCCO.OCCO.OCCO.OCCO.OCCO. The net charge is 0. Its orbital gap is 9.964 eV.

***

(w) comes first in stability; the runner-up is 397.6 kJ/mol higher.